1.
Below is the molecule C4H4FN, with properties calculated with ωB97M-V/def2-TZVPD.

HOMO energy = -10.9 eV
Total charge = 0
HOMO-LUMO gap = 11.67 eV
SMILES string = C=C[C@@H](F)C#N
ΔE to the lowest compared entry with this formula, charge and spin = 26.4 kcal per mole

Last column: Löwdin charge in e.
Element x y z (Å)
C -0.720 0.538 0.337  -0.300
C 0.570 0.293 -0.388  -0.141
C 1.549 -0.538 -0.017  0.020
C -1.700 -0.538 0.086  -0.162
H -0.519 0.714 1.428  0.162
H 0.609 0.862 -1.300  0.108
H 1.494 -1.166 0.930  0.090
H 2.506 -0.619 -0.599  0.077
N -2.448 -1.271 -0.315  0.179
F -1.342 1.726 -0.162  -0.032

Atomic forces in eV per Å
-0.4583 0.7644 0.8706
0.6463 -0.5144 0.0086
0.3011 -0.2017 0.6499
2.4097 2.5918 0.9102
-0.4511 -0.2958 -0.9424
0.2708 0.1266 -0.2996
0.0127 0.9376 -1.3085
-1.2603 0.0429 0.5467
-2.2924 -2.4272 -0.9134
0.8215 -1.0241 0.4778


2.
Below is a cluster of 2 separate species, C4H4FN in total, with properties calculated with ωB97M-V/def2-TZVPD.

HOMO energy = -8.7 eV
Total charge = 0
HOMO-LUMO gap = 9.60 eV
SMILES string = C=C=N.C#CF
ΔE to the lowest compared entry with this formula, charge and spin = 100.0 kcal per mole

Last column: Löwdin charge in e.
Element x y z (Å)
C 0.084 0.718 1.275  -0.325
C -0.370 -0.943 -2.308  0.102
C 0.647 -0.720 -1.700  -0.275
C -0.693 -0.290 1.020  -0.047
N 0.813 1.660 1.346  0.154
F 1.852 -0.579 -1.346  0.140
H -1.326 -0.766 -2.665  0.011
H 1.025 2.236 2.158  0.083
H -1.739 0.024 1.020  0.064
H -0.294 -1.341 1.200  0.094

Atomic forces in eV per Å
0.0501 -0.4190 0.4276
1.5566 0.5617 1.0746
-1.0601 -0.4389 -1.5884
-0.1340 -1.4939 0.9677
1.1413 1.8008 -0.3352
0.6500 0.0318 0.7247
-1.1497 -0.2016 -0.4376
-0.2269 -0.6401 -0.0229
0.1261 -0.7859 -0.3820
-0.9534 1.5851 -0.4285


3.
Below is a cluster of 2 separate species, C4H4FNO in total, with properties calculated with ωB97M-V/def2-TZVPD.

HOMO energy = -10.0 eV
Total charge = 0
HOMO-LUMO gap = 10.33 eV
ΔE to the lowest compared entry with this formula, charge and spin = 164.0 kcal per mole

Last column: Löwdin charge in e.
Element x y z (Å)
C -3.028 -0.747 -0.103  -0.043
C -2.160 0.011 0.140  -0.012
C -0.289 1.058 0.241  -0.293
C 1.971 0.057 -0.013  -0.007
N 0.566 0.072 0.046  -0.129
O -0.170 2.233 0.242  0.138
F 0.071 -1.210 -0.231  0.005
H -3.676 -1.542 -0.188  -0.015
H 2.331 -0.091 -0.998  0.074
H 2.223 1.113 0.238  0.120
H 2.161 -0.954 0.626  0.163

Atomic forces in eV per Å
-0.8711 -0.8932 -0.0808
5.3328 3.8630 0.7116
-3.4928 -1.2145 -1.3625
0.2671 -1.2603 1.9154
-1.8033 -1.4364 -0.6509
-0.0709 -0.7834 0.6501
0.2888 1.2384 0.4420
-1.2618 -0.9776 -0.2974
0.1971 -0.3754 -1.1323
0.6257 -1.1196 0.7780
0.7884 2.9590 -0.9731


4.
Below is the molecule C4H4FP, with properties calculated with ωB97M-V/def2-TZVPD.

HOMO energy (spin up / spin down) = -8.1 / -8.1 eV
Total charge = 0
HOMO-LUMO gap (spin up / spin down) = 7.12 / 7.12 eV
ΔE to the lowest compared entry with this formula, charge and spin = 165.9 kcal per mole

Last column: Löwdin charge in e.
Element x y z (Å)
C -0.121 0.220 1.446  0.137
C -1.571 0.994 -0.525  -0.165
C 0.773 -0.825 -0.490  -0.291
C 0.770 -0.556 0.876  -0.526
F 1.748 -1.218 1.635  -0.001
P -0.201 0.341 -1.279  0.788
H -0.393 0.688 2.378  0.047
H -1.949 2.012 -0.709  -0.036
H 1.550 -1.532 -0.829  0.087
H -0.605 -0.122 -2.504  -0.040

Atomic forces in eV per Å
-2.0995 2.1644 -1.1934
2.3452 -1.0513 1.9522
0.4010 0.3506 -1.4547
0.8283 -0.8481 1.7286
-0.9542 0.6966 -0.6767
-0.2753 -0.9192 0.7569
0.0740 -0.3153 -0.1476
0.2886 -0.3837 0.4823
-0.8951 0.4720 -0.4143
0.2868 -0.1660 -1.0333


5.
Below is the molecule C4H4FP, with properties calculated with ωB97M-V/def2-TZVPD.

HOMO energy = -8.9 eV
Total charge = 0
HOMO-LUMO gap = 9.26 eV
SMILES string = FC1=CC=[PH]=C1
ΔE to the lowest compared entry with this formula, charge and spin = 30.0 kcal per mole

Last column: Löwdin charge in e.
Element x y z (Å)
C 1.168 0.297 -0.054  -0.119
C 0.827 -1.022 -0.352  -0.314
C -1.116 0.425 0.405  -0.299
C 0.066 1.074 0.410  -0.463
F 0.194 2.371 0.566  0.083
P -0.866 -1.343 0.228  0.868
H 2.180 0.829 -0.194  0.137
H 1.339 -1.897 -0.673  0.032
H -2.102 0.919 0.673  0.093
H -1.689 -1.652 -1.008  -0.018

Atomic forces in eV per Å
2.1686 -1.4803 -0.9841
-0.7954 1.8202 0.8683
-1.8771 0.9007 1.1202
-1.4472 -1.3443 -1.1485
0.2868 1.0664 0.4745
-0.5243 0.4620 -1.1507
-1.5786 -1.2713 0.2683
1.1197 0.0700 -0.3011
1.4768 -0.7008 -0.3546
1.1707 0.4774 1.2076


6.
Below is the molecule C4H4FP, with properties calculated with ωB97M-V/def2-TZVPD.

HOMO energy (spin up / spin down) = -9.0 / -8.5 eV
Total charge = 0
HOMO-LUMO gap (spin up / spin down) = 7.03 / 7.63 eV
ΔE to the lowest compared entry with this formula, charge and spin = 186.8 kcal per mole

Last column: Löwdin charge in e.
Element x y z (Å)
C 1.790 1.473 0.236  0.212
C -1.611 1.054 -0.483  -0.251
C 0.706 -0.752 -0.082  -0.283
C 1.792 0.198 -0.084  -0.447
F 3.042 -0.450 -0.141  -0.025
P -0.911 -0.331 0.100  0.810
H 2.339 2.501 0.380  0.102
H -2.516 0.932 0.064  -0.115
H 0.935 -1.707 -0.407  0.045
H -1.529 -1.491 0.293  -0.050

Atomic forces in eV per Å
0.6382 2.4641 0.0515
1.1424 0.2663 0.3702
0.8043 1.9928 -0.4466
0.8782 -0.5449 1.0733
-0.7905 0.3723 -0.3097
1.0515 1.4674 -0.5652
-1.2094 -2.7365 -0.4942
-1.9424 0.3343 0.0288
0.5470 -1.9782 -0.1875
-1.1193 -1.6376 0.4794


7.
Below is a structure of composition C4H4FeLiO5, with properties calculated with ωB97M-V/def2-TZVPD.

HOMO energy (spin up / spin down) = -8.1 / -9.1 eV
Total charge = 0
HOMO-LUMO gap (spin up / spin down) = 7.35 / 8.38 eV
ΔE to the lowest compared entry with this formula, charge and spin = 0.0 kcal per mole
Multiplicity = 6
⟨S²⟩ = 8.767

Last column: Löwdin spin population.
Element x y z (Å)
O 0.523 -1.121 1.699  0.055
O 0.637 0.740 0.553  0.096
C -1.461 0.363 -1.648  0.707
C -2.829 0.330 -1.037  0.108
O -2.735 -0.087 0.303  0.219
C 1.218 -0.217 1.156  0.029
H -1.038 1.307 -2.002  0.041
H -0.917 -0.580 -1.776  0.037
H -3.475 -0.363 -1.608  0.025
H -3.294 1.331 -1.103  0.006
O 3.375 0.256 0.199  0.003
O 3.319 -1.029 1.994  0.002
C 2.755 -0.329 1.119  0.003
Fe -1.078 -0.152 1.045  3.668
Li 4.999 -0.450 1.106  0.000

Atomic forces in eV per Å
0.4200 -0.2817 0.4647
0.9609 -0.0088 0.4985
-0.2514 0.1877 -0.5036
0.2082 0.2169 -0.5450
-0.3058 -0.1490 0.4569
0.1321 0.3581 -0.7739
0.0361 -0.5288 0.1235
-0.1223 0.4603 -0.0249
0.0938 0.0958 0.2586
0.1160 -0.3074 0.0681
0.0727 0.0521 0.1036
0.1479 0.1029 0.0754
0.5416 -0.1769 0.0012
-1.1768 -0.0297 -0.1785
-0.8730 0.0086 -0.0247


8.
Below is a structure of composition C4H4FeO5, with properties calculated with ωB97M-V/def2-TZVPD.

HOMO energy (spin up / spin down) = -7.8 / -9.6 eV
Total charge = 0
HOMO-LUMO gap (spin up / spin down) = 7.64 / 6.06 eV
ΔE to the lowest compared entry with this formula, charge and spin = 5.8 kcal per mole
Multiplicity = 7
⟨S²⟩ = 12.007

Last column: Löwdin spin population.
Element x y z (Å)
O 2.669 -2.121 -0.368  0.021
C 2.054 -1.110 -0.001  0.024
O 2.535 -0.138 0.665  0.201
O 0.830 -0.916 -0.549  0.181
C 0.396 0.420 -0.974  0.507
H 0.850 0.583 -1.969  0.046
C -1.110 0.338 -1.172  0.074
H -1.434 -0.638 -1.580  0.017
H -1.663 0.511 -0.234  0.015
H -1.426 1.126 -1.875  0.000
C -1.647 0.090 2.508  0.008
O -1.239 1.176 2.528  0.065
O -2.025 -1.005 2.514  0.003
Fe 1.210 1.684 0.507  4.838

Atomic forces in eV per Å
-1.5164 1.3700 1.2645
3.3689 -1.8651 -2.2496
-1.3388 2.4971 0.8274
-2.4737 1.7802 -0.2660
-0.6472 -3.7389 -1.2247
0.6083 0.6300 0.5393
-0.2266 0.7123 0.2461
0.4206 0.3703 0.2341
0.0939 -0.1463 -0.2303
0.0838 -0.2543 0.2576
-0.0304 -0.7620 0.3236
0.0886 0.2514 -0.2451
-0.0015 0.4149 -0.1228
1.5706 -1.2596 0.6458


9.
Below is a structure of composition C4H4HgLiO5, with properties calculated with ωB97M-V/def2-TZVPD.

HOMO energy (spin up / spin down) = -3.9 / -7.7 eV
Total charge = 0
HOMO-LUMO gap (spin up / spin down) = 3.19 / 7.60 eV
ΔE to the lowest compared entry with this formula, charge and spin = 51.0 kcal per mole
Multiplicity = 2
⟨S²⟩ = 0.754

Last column: Löwdin spin population.
Element x y z (Å)
O 0.000 0.590 -0.244  0.040
C -0.290 1.876 -0.126  0.029
C -1.186 -0.233 -0.260  0.027
O 0.441 2.837 -0.327  0.030
O -1.537 1.989 0.343  0.009
C -2.177 0.733 0.390  0.006
H -1.164 -1.234 0.155  0.010
H -1.525 -0.329 -1.292  0.005
H -2.398 0.434 1.415  0.001
H -3.096 0.775 -0.196  0.001
O 1.582 -3.215 -0.145  0.116
C 1.943 -2.145 -0.327  0.235
O 2.904 -1.261 -0.429  0.146
Li 2.274 2.239 0.117  0.261
Hg 4.229 -3.057 0.926  0.084

Atomic forces in eV per Å
1.6065 -0.5805 -0.6330
-1.3476 -0.0993 0.7358
-1.3870 1.2466 -0.9009
0.1665 -1.4547 0.4019
0.2156 1.3175 -0.3185
-0.5884 -1.2285 0.3019
0.9433 0.2655 0.4471
0.5927 -0.1977 -0.1933
0.0020 0.4266 0.0811
0.0017 0.1491 0.2410
-1.0112 -3.1435 0.4977
3.7490 7.1711 -1.3190
-3.8445 -3.1243 0.2202
-0.1931 -0.1785 -0.2341
1.0946 -0.5694 0.6720


10.
Below is a structure of composition C4H4In, with properties calculated with ωB97M-V/def2-TZVPD.

HOMO energy = -25.8 eV
Total charge = +3
HOMO-LUMO gap = 5.27 eV
ΔE to the lowest compared entry with this formula, charge and spin = 53.0 kcal per mole

Last column: Löwdin charge in e.
Element x y z (Å)
C 0.148 -0.702 0.218  -0.049
C -0.961 -1.164 -0.182  0.048
H -1.284 -1.997 0.547  0.258
In 2.011 0.054 0.037  2.046
C -1.374 0.233 -0.541  -0.057
C -1.467 1.268 0.321  0.273
H -1.742 2.262 -0.038  0.155
H -1.616 0.381 -1.597  0.188
H -1.176 1.183 1.368  0.138

Atomic forces in eV per Å
1.9988 2.1042 -0.5620
-2.4938 -2.3289 2.9608
-0.9541 0.0208 -1.9906
1.2964 0.2066 -0.1850
0.0571 -0.7476 -1.0377
0.3402 1.1339 1.0649
-0.3667 -0.1159 0.0160
0.3892 -0.2223 -0.2708
-0.2672 -0.0508 0.0044


11.
Below is a structure of composition C4H4LiO5Pt, with properties calculated with ωB97M-V/def2-TZVPD.

HOMO energy (spin up / spin down) = -6.0 / -8.6 eV
Total charge = 0
HOMO-LUMO gap (spin up / spin down) = 5.77 / 6.97 eV
ΔE to the lowest compared entry with this formula, charge and spin = 42.5 kcal per mole
Multiplicity = 4
⟨S²⟩ = 3.756

Last column: Löwdin spin population.
Element x y z (Å)
O 1.420 -1.049 1.390  0.010
C 0.409 -1.461 2.111  0.008
C 1.112 0.498 0.958  0.008
O -0.008 -2.606 2.097  0.003
O -0.360 -0.452 2.513  0.003
C 0.206 0.818 2.155  0.002
H 0.842 1.155 0.124  0.005
H 2.173 0.763 0.931  0.001
H -0.623 1.483 1.894  0.001
H 0.768 1.214 3.008  0.000
O -1.101 0.038 -1.320  0.299
C -0.534 -0.872 -0.629  0.127
O 0.196 -1.712 -1.330  0.289
Li 0.053 -2.912 -0.046  0.049
Pt -0.214 -0.675 -2.855  2.196

Atomic forces in eV per Å
0.2639 1.5676 -1.9388
-2.4898 0.4341 -2.0571
2.1524 0.2427 2.3675
0.8319 -0.2000 0.4733
0.1415 0.1443 1.0557
0.5891 -0.0811 0.0797
-1.1952 -2.1464 -1.3444
-0.0264 0.3178 1.3055
0.2120 -0.2586 0.0396
-0.1673 -0.0286 -0.0968
-1.5419 1.1652 3.3577
-1.3520 0.2425 2.8914
1.2651 -2.6984 2.8341
0.0263 -0.0839 1.0099
1.2904 1.3828 -9.9773


12.
Below is a structure of composition C4H4LuO2, with properties calculated with ωB97M-V/def2-TZVPD.

HOMO energy (spin up / spin down) = -14.1 / -14.7 eV
Total charge = +2
HOMO-LUMO gap (spin up / spin down) = 3.43 / 2.63 eV
ΔE to the lowest compared entry with this formula, charge and spin = 98.5 kcal per mole
Multiplicity = 2
⟨S²⟩ = 0.915

Last column: Löwdin spin population.
Element x y z (Å)
H 0.651 -0.986 1.297  -0.023
O -2.491 -0.469 -0.711  -0.001
C -1.716 0.541 -0.085  -0.018
C -0.283 0.305 -0.301  -0.131
C 0.761 -0.199 0.442  -0.020
H -3.421 -0.303 -0.529  0.000
H -1.903 0.559 1.007  -0.007
H -1.989 1.536 -0.480  -0.004
C 1.945 -0.697 0.063  0.098
O 3.123 -0.763 -0.119  0.171
Lu 5.322 0.476 -0.584  0.935

Atomic forces in eV per Å
-0.3201 0.8920 0.0047
0.9956 -0.0499 -0.1003
-0.9920 0.0388 1.6139
0.1801 0.4296 -2.0051
0.4637 -3.2386 0.4909
-0.0951 0.1280 0.0594
-0.2742 0.0469 -0.1532
0.4251 -0.1298 -0.0038
0.9803 2.8900 -0.1763
-0.0650 -0.2255 0.0521
-1.2985 -0.7815 0.2177


For the records above, the corresponding total energy values read -8418.654 -8415.461 -10460.443 -16211.310 -16217.205 -16210.404 -49042.327 -48833.154 -18827.832 -9339.980 -17894.309 -41900.232 eV.
For the records above, the corresponding strongest force on any atom values read 3.7 2.2 6.6 3.2 2.8 3.0 1.2 4.5 8.2 4.5 10.2 3.3 eV/Å.